[1]
DFT (wB97M-V/def2-TZVPD) results for a molecular structure, C21H17AuIN3O2Se.

The geometry in XYZ format:
```
46
Properties=species:S:1:pos:R:3:forces:R:3:lowdin_charge:R:1
Au -0.292 0.902 -0.670 -0.13 0.54 -0.32 0.700
C 3.267 3.632 1.212 1.37 -0.02 -1.52 -0.003
C 3.120 2.227 1.555 -0.01 0.22 -1.07 -0.239
N 2.717 1.963 2.759 -0.53 -1.19 0.43 0.151
C 2.322 0.700 2.934 0.37 -0.01 3.71 -0.049
C 2.224 -0.300 1.988 0.22 0.15 -0.57 -0.194
C 1.822 -1.636 2.405 -0.58 -1.48 1.65 -0.254
O 1.500 -2.511 1.374 -0.13 -0.49 -0.93 -0.060
C 2.639 -0.037 0.724 -0.71 -0.31 -0.44 -0.063
C 2.226 -0.870 -0.450 -1.60 2.05 0.46 -0.030
N 1.111 -0.593 -1.057 0.90 -1.23 1.30 -0.073
C 0.923 -1.358 -2.249 1.89 0.89 -0.12 -0.361
C 1.977 -1.173 -3.153 -0.88 -0.48 -0.11 -0.021
C 1.902 -1.747 -4.391 1.42 0.63 -2.70 -0.074
C 0.815 -2.496 -4.753 -1.42 -0.72 0.47 -0.076
C -0.161 -2.760 -3.809 1.30 1.10 0.33 -0.137
C -0.108 -2.189 -2.558 -1.34 -0.16 0.82 -0.601
I -1.686 -2.512 -1.158 0.64 0.09 -0.56 0.918
C 3.251 1.220 0.507 0.03 1.26 -2.94 -0.276
O 3.667 1.537 -0.668 -0.39 -0.51 2.01 0.063
H 3.777 3.777 0.257 0.18 -0.05 0.27 0.094
H 3.753 4.100 2.014 0.95 0.87 1.03 0.077
H 2.354 4.141 1.114 -1.67 0.34 -0.07 0.088
H 2.144 0.408 4.035 -0.04 0.50 -1.80 0.161
H 1.009 -1.604 3.153 0.29 0.12 -0.16 0.106
H 2.688 -2.106 2.905 -0.26 0.22 0.01 0.152
H 0.578 -2.416 1.098 -0.01 0.08 0.12 0.022
H 2.865 -1.590 -0.862 0.86 -1.11 -0.43 0.136
H 2.770 -0.536 -2.851 0.60 0.54 -0.06 0.112
H 2.607 -1.517 -5.247 -0.44 -0.18 1.54 0.136
H 0.569 -2.877 -5.734 0.72 0.07 -0.24 0.113
H -0.980 -3.315 -4.069 -1.92 -1.43 -0.58 0.068
N -1.897 3.587 -0.443 -0.37 0.38 -0.10 -0.043
C -1.421 2.557 -0.634 0.63 -0.74 0.38 -0.508
Se -1.561 -0.608 1.979 0.11 0.50 0.34 0.700
C -3.271 0.083 1.660 -0.43 0.56 0.09 -0.704
C -4.279 -0.835 1.394 -0.62 -3.09 0.10 -0.187
C -5.575 -0.485 0.997 0.61 0.12 0.21 -0.090
C -5.846 0.867 0.829 -0.63 0.65 -1.34 -0.094
C -4.854 1.824 1.056 0.69 0.69 0.93 -0.066
C -3.592 1.455 1.584 -1.75 -1.18 -1.37 -0.116
H -4.019 -1.964 1.527 -0.53 2.15 -0.35 0.113
H -6.346 -1.227 0.768 0.45 0.16 0.18 0.107
H -6.799 1.186 0.322 0.98 -0.35 0.90 0.122
H -5.045 2.909 0.866 0.15 -1.16 0.19 0.122
H -2.867 2.188 1.742 1.05 1.02 0.29 0.059
```
Forces are in eV/Å.

**Net charge**: 0
**Expectation value of S²**: 2.06
**Highest occupied orbital energy (alpha / beta)**: -0.3155 / -0.3123 Eh
**Energy**: -107753.553 eV
**2S+1**: 3
**LUMO level (alpha / beta)**: -0.23 / -2.50 eV

***

[2]
DFT (wB97M-V/def2-TZVPD) results for a molecular structure, C21H17BrN3O8Ru.

The geometry in XYZ format:
```
51
Properties=species:S:1:pos:R:3:forces:R:3:lowdin_charge:R:1
Ru 1.748 1.083 1.136 -0.23 0.31 1.61 1.714
O 4.969 -0.796 3.436 0.17 0.03 0.12 0.200
C 4.255 0.044 2.733 -0.04 0.18 -0.04 -0.446
O 3.474 -0.286 1.859 -0.25 0.14 -0.08 0.047
C 4.490 1.484 3.089 0.01 0.02 -0.04 -0.074
O 3.862 2.236 2.083 -0.06 -0.24 -0.24 -0.183
C 3.500 3.560 2.427 -0.83 0.23 0.08 -0.072
C 1.975 3.667 2.710 1.72 0.78 0.16 -0.565
O 1.557 4.660 3.236 -0.39 -0.41 -0.15 0.138
O 1.285 2.639 2.303 -0.60 -1.44 -1.07 -0.124
H 4.779 -1.717 3.198 -0.11 -0.05 -0.11 0.161
H 5.563 1.685 3.106 0.02 -0.03 0.11 0.161
H 4.073 1.672 4.084 -0.01 0.00 0.02 0.166
H 3.687 4.197 1.563 0.18 -0.01 0.03 0.147
H 4.039 3.937 3.294 0.08 -0.02 -0.04 0.143
Br -3.295 -4.041 -6.101 -0.06 0.06 0.13 0.772
C -3.676 -3.295 -4.408 0.05 -0.02 -0.02 -0.684
C -4.742 -2.411 -4.262 0.08 -0.08 -0.15 -0.117
C -5.002 -1.849 -3.033 -0.04 0.13 0.24 -0.008
C -4.198 -2.165 -1.921 0.57 -0.78 -0.53 -0.280
C -3.132 -3.085 -2.086 -0.22 0.25 0.21 -0.005
C -2.876 -3.634 -3.320 0.05 -0.07 -0.13 -0.123
N -4.439 -1.569 -0.738 -0.68 1.17 0.06 0.076
N -3.906 -1.793 0.382 -0.10 -1.02 0.37 0.105
C -2.850 -1.199 0.942 0.37 0.47 0.02 -0.208
C -2.406 -1.679 2.188 -0.31 -0.04 -0.27 0.021
C -1.202 -1.286 2.741 0.65 0.42 -0.08 0.036
C -0.375 -0.383 2.072 -1.11 -0.42 -0.15 -0.304
O 0.849 -0.059 2.478 1.11 0.55 -0.82 -0.148
C -0.869 0.225 0.899 -0.22 -0.13 0.21 -0.131
N -0.075 1.188 0.344 0.09 -0.20 -0.04 -0.029
C -0.476 1.864 -0.722 0.02 0.20 -0.09 -0.059
C -1.713 1.620 -1.304 -0.16 -0.14 0.13 -0.002
C -2.525 0.619 -0.790 0.18 0.23 -0.14 0.053
C -2.109 -0.121 0.319 0.05 -0.12 0.16 -0.049
H -5.359 -2.170 -5.117 -0.01 0.01 0.02 0.108
H -5.826 -1.159 -2.907 0.00 -0.01 0.03 0.120
H -2.528 -3.343 -1.225 0.01 -0.04 -0.03 0.113
H -2.056 -4.327 -3.448 -0.02 -0.01 -0.01 0.106
H -3.018 -2.418 2.687 0.00 -0.01 -0.03 0.126
H -0.864 -1.692 3.685 -0.02 -0.05 -0.02 0.131
H 0.188 2.631 -1.101 0.06 -0.06 0.01 0.134
H -2.028 2.208 -2.152 0.02 0.03 0.01 0.121
H -3.491 0.429 -1.236 0.04 -0.03 -0.02 0.117
C 3.213 0.609 -2.496 -0.04 0.05 0.13 0.043
C 2.655 0.798 -1.129 0.20 0.01 -0.51 -0.627
O 2.112 -0.158 -0.482 -0.07 0.23 0.58 -0.065
O 2.687 1.920 -0.539 -0.19 -0.02 0.32 -0.065
H 2.520 0.033 -3.107 -0.01 -0.01 0.02 0.102
H 4.145 0.047 -2.427 0.00 -0.01 0.03 0.107
H 3.411 1.579 -2.942 0.01 -0.02 -0.03 0.099
```
Forces are in eV/Å.

**ΔE to the lowest compared entry with this formula, charge and spin**: 0.8795 eV
**Net charge**: +1
**Expectation value of S²**: 6.10
**Highest occupied orbital energy (alpha / beta)**: -0.3686 / -0.4219 Eh
**Energy**: -115519.275 eV
**2S+1**: 5
**LUMO level (alpha / beta)**: -4.12 / -6.10 eV

***

[3]
DFT (wB97M-V/def2-TZVPD) results for a molecular structure, C21H17Cl2N3O2SSeTeTi.

The geometry in XYZ format:
```
49
Properties=species:S:1:pos:R:3:forces:R:3:lowdin_charge:R:1
Ti -1.481 -1.146 0.332 -0.59 -0.81 -0.76 0.029
O 4.480 1.571 -3.470 -0.02 0.04 0.01 0.100
C 4.749 1.294 -2.168 0.11 -0.10 -0.06 -0.484
O 5.890 1.266 -1.793 -0.04 0.03 -0.01 0.103
C 3.572 1.015 -1.306 -0.07 0.01 0.11 -0.147
C 2.301 1.502 -1.604 0.10 0.00 -0.02 -0.016
C 1.226 1.200 -0.796 -0.02 -0.02 0.17 -0.022
C 1.388 0.378 0.317 0.23 0.06 -0.11 -0.294
C 2.668 -0.093 0.635 -0.11 -0.03 -0.07 -0.015
C 3.747 0.235 -0.163 0.01 0.04 -0.09 -0.004
N 0.264 -0.010 1.059 0.00 -0.11 0.27 -0.062
C 0.387 -0.055 2.373 0.03 0.21 -0.07 -0.132
C -0.630 -0.660 3.123 -0.15 0.03 0.21 -0.306
C -0.601 -0.697 4.534 -0.03 -0.06 -0.06 -0.034
C -1.573 -1.371 5.212 0.00 0.03 -0.01 -0.079
C -2.586 -2.018 4.473 -0.03 -0.01 -0.07 -0.070
C -2.585 -1.927 3.109 -0.12 0.06 0.08 -0.186
N -1.653 -1.235 2.407 0.23 -0.02 0.13 -0.056
H 3.539 1.432 -3.642 0.01 -0.03 0.00 0.083
H 2.128 2.150 -2.456 0.02 0.00 0.01 0.110
H 0.248 1.602 -1.003 -0.07 0.02 -0.01 0.036
H 2.792 -0.776 1.466 -0.01 0.01 0.01 0.114
H 4.736 -0.140 0.062 0.01 0.00 0.00 0.120
H 1.244 0.380 2.879 0.03 -0.03 -0.02 0.132
H 0.211 -0.200 5.047 0.02 -0.01 -0.01 0.112
H -1.562 -1.419 6.293 0.01 0.00 0.00 0.099
H -3.361 -2.591 4.962 -0.01 0.00 0.00 0.097
H -3.341 -2.402 2.503 -0.01 -0.01 0.05 0.030
Cl -2.606 2.291 2.699 -0.03 0.03 0.04 0.519
C -4.336 2.006 2.425 0.09 0.05 0.05 -0.996
Cl -4.614 0.452 1.648 -0.11 -0.03 -0.04 0.511
H -4.712 2.792 1.780 0.03 -0.01 -0.02 0.025
H -4.833 2.013 3.388 0.00 -0.01 -0.01 0.021
Se -3.186 -2.548 -0.181 0.41 0.40 0.24 0.071
Te -2.490 0.965 -1.267 -0.01 -0.02 0.05 0.771
C -1.188 0.615 -2.899 0.01 0.12 0.03 -0.665
C -0.644 1.688 -3.607 0.02 0.00 0.00 -0.185
C 0.272 1.476 -4.628 0.00 -0.01 -0.02 -0.123
C 0.672 0.185 -4.953 0.01 0.01 -0.01 -0.113
C 0.121 -0.888 -4.267 0.03 -0.02 -0.03 -0.087
C -0.809 -0.676 -3.259 -0.06 -0.06 -0.01 -0.177
H -0.926 2.700 -3.342 0.00 0.00 0.01 0.089
H 0.683 2.324 -5.165 -0.01 0.00 -0.01 0.097
H 1.394 0.018 -5.744 0.00 0.00 0.01 0.094
H 0.412 -1.901 -4.516 0.01 0.00 0.00 0.103
H -1.259 -1.526 -2.757 0.01 0.00 0.00 0.050
S 0.292 -2.647 -0.645 -0.10 0.11 -0.09 0.538
C 0.654 -3.154 0.911 0.14 0.12 0.15 -0.864
N 0.907 -3.466 1.999 0.03 -0.02 -0.02 0.062
```
Forces are in eV/Å.

**ΔE to the lowest compared entry with this formula, charge and spin**: 1.3521 eV
**Net charge**: -1
**Expectation value of S²**: 0.77
**Highest occupied orbital energy (alpha / beta)**: -0.1422 / -0.1573 Eh
**Energy**: -162257.636 eV
**2S+1**: 2
**LUMO level (alpha / beta)**: 2.26 / 1.57 eV

***

Question: Which of these has the lowest 2S+1?
Answer: C21H17Cl2N3O2SSeTeTi